Computed, not measured: C15H26O in the gas phase, with ωB97M-V with the def2-TZVPD basis set.

## Properties
SMILES string = CC(C)=CCC/C(C)=C\CC/C(C)=C\CO
E = -662.3344 Eh
Highest occupied orbital energy = -8.63 eV
LUMO = 0.7426 eV
Spin multiplicity = 1

Bonds (Å) are listed after each position.
Element x y z (Å)
1 C 0.300 2.526 -3.552  C2 1.503, H17 1.087, H18 1.090, H19 1.090
2 C -0.344 1.861 -2.368  C1 1.503, C3 1.499, C4 1.328
3 C -1.486 2.604 -1.743  C2 1.499, H20 1.087, H21 1.090, H22 1.090
4 C 0.072 0.685 -1.913  C2 1.328, C5 1.499, H23 1.080
5 C 1.196 -0.105 -2.512  C4 1.499, C6 1.534, H24 1.095, H25 1.095
6 C 1.611 -1.292 -1.634  C5 1.534, C7 1.505, H26 1.090, H27 1.094
7 C 0.480 -2.248 -1.367  C6 1.505, C8 1.503, C9 1.329
8 C -0.032 -2.965 -2.584  C7 1.503, H28 1.087, H29 1.090, H30 1.089
9 C -0.055 -2.481 -0.173  C7 1.329, C10 1.496, H31 1.084
10 C 0.290 -1.861 1.144  C9 1.496, C11 1.540, H32 1.089, H33 1.094
11 C -0.943 -1.188 1.773  C10 1.540, C12 1.504, H34 1.092, H35 1.092
12 C -0.577 -0.490 3.054  C11 1.504, C13 1.499, C14 1.327
13 C -0.663 -1.331 4.292  C12 1.499, H36 1.090, H37 1.086, H38 1.090
14 C -0.173 0.773 3.095  C12 1.327, C15 1.500, H39 1.080
15 C -0.061 1.700 1.921  C14 1.500, O16 1.412, H40 1.103, H41 1.101
16 O 0.385 2.957 2.385  C15 1.412, H42 0.962
17 H -0.185 3.472 -3.779  C1 1.087
18 H 1.356 2.716 -3.361  C1 1.090
19 H 0.238 1.885 -4.432  C1 1.090
20 H -1.902 2.053 -0.903  C3 1.087
21 H -1.156 3.583 -1.394  C3 1.090
22 H -2.276 2.765 -2.477  C3 1.090
23 H -0.424 0.226 -1.070  C4 1.080
24 H 0.902 -0.464 -3.503  C5 1.095
25 H 2.065 0.544 -2.660  C5 1.095
26 H 2.019 -0.909 -0.698  C6 1.090
27 H 2.413 -1.835 -2.143  C6 1.094
28 H -0.715 -3.764 -2.309  C8 1.087
29 H -0.566 -2.272 -3.235  C8 1.090
30 H 0.793 -3.390 -3.154  C8 1.089
31 H -0.861 -3.203 -0.108  C9 1.084
32 H 1.084 -1.121 1.047  C10 1.089
33 H 0.647 -2.642 1.822  C10 1.094
34 H -1.357 -0.472 1.059  C11 1.092
35 H -1.702 -1.948 1.968  C11 1.092
36 H -1.695 -1.635 4.468  C13 1.090
37 H -0.308 -0.786 5.163  C13 1.086
38 H -0.067 -2.235 4.177  C13 1.090
39 H 0.103 1.236 4.031  C14 1.080
40 H -1.043 1.805 1.430  C15 1.103
41 H 0.641 1.300 1.174  C15 1.101
42 H 0.468 3.555 1.636  O16 0.962

natural (NBO) population analysis, charges in e, atoms 1 to 8:
1 C -0.6581
2 C 0.0341
3 C -0.6304
4 C -0.2130
5 C -0.4391
6 C -0.4219
7 C 0.0313
8 C -0.6385